The following is a DFT calculation (the ωB97M-V functional and the def2-TZVPD basis) of C42H49BI2IrN9OTe as an isolated structure in a non-equilibrium geometry.

```
106
Properties=species:S:1:pos:R:3:lowdin_charge:R:1
Ir -0.26180 -0.02080 0.12750 1.085
C -1.93020 3.21760 0.48950 -0.015
C -2.36960 2.11590 1.38470 -0.343
C -3.23390 2.13830 2.48070 0.037
C -3.38450 0.81670 2.85860 -0.011
N -2.64500 0.05470 2.04060 0.021
N -2.02710 0.84780 1.14880 -0.025
B -2.57830 -1.47040 1.82120 -0.676
N -1.16090 -2.03140 2.14430 0.033
C -0.79660 -2.94740 3.05810 0.015
C 0.52030 -3.29840 2.83770 0.055
C 0.92280 -2.53910 1.73740 -0.295
C 2.19010 -2.55570 0.96690 0.009
N -0.10510 -1.78260 1.35340 -0.031
N -2.83930 -1.66120 0.31210 0.028
C -3.95550 -2.04500 -0.33450 0.008
C -3.73640 -1.94960 -1.69340 0.047
C -2.43180 -1.47200 -1.81760 -0.306
C -1.61490 -1.20560 -3.02230 -0.006
N -1.91530 -1.29130 -0.60120 -0.035
N -3.54820 -2.23560 2.69560 -0.045
C -3.97020 -3.52640 2.50200 -0.076
C -4.51130 -3.97340 3.67110 0.018
C -4.41400 -2.85950 4.56670 -0.318
C -4.81490 -2.79880 5.97200 -0.025
N -3.82120 -1.84750 3.92800 0.095
H -2.47000 4.12810 0.73200 0.108
H -2.13670 2.95060 -0.54650 0.096
H -0.85410 3.41550 0.56190 0.016
H -3.70270 2.99320 2.91800 0.131
H -3.95490 0.38460 3.65420 0.126
H -1.46360 -3.29590 3.81880 0.142
H 1.11050 -3.99680 3.39210 0.132
H 2.24210 -3.46940 0.37650 0.108
H 3.05490 -2.53010 1.62670 0.103
H 2.21860 -1.70280 0.27830 0.033
H -4.84160 -2.34430 0.18760 0.142
H -4.41500 -2.18750 -2.48620 0.130
H -1.58790 -2.08700 -3.65830 0.105
H -0.60130 -0.95050 -2.70360 0.036
H -2.03790 -0.39000 -3.60370 0.101
H -3.81420 -4.03300 1.57300 0.120
H -4.95700 -4.92500 3.88120 0.116
H -5.67150 -3.44550 6.16530 0.094
H -5.01340 -1.77680 6.28510 0.085
H -3.99940 -3.18310 6.59760 0.093
I 0.16460 0.99840 3.93610 1.062
C 0.91390 2.53560 2.68960 -0.846
I 1.45840 1.84970 0.69030 1.638
H 1.82720 2.94430 3.11110 0.011
H 0.16610 3.30870 2.55140 -0.011
C 5.73560 -0.75580 -7.85060 -0.020
C 5.18000 -0.44530 -6.51510 -0.220
C 5.81300 0.45260 -5.65780 0.028
C 5.32210 0.69060 -4.38720 -0.288
C 6.04730 1.58620 -3.44350 -0.054
C 4.12270 0.07530 -3.99470 -0.338
Te 3.34730 0.45070 -2.01300 1.716
N 3.29910 1.05870 0.34720 -0.449
C 3.63170 0.48910 1.50140 -0.643
O 2.76770 0.53680 2.39930 -0.219
C 4.99380 -0.01300 1.68940 -0.167
C 5.55460 0.10850 2.96420 0.006
C 6.87370 -0.24810 3.17800 -0.032
C 7.63400 -0.74150 2.12890 -0.029
C 7.07050 -0.90150 0.86690 -0.044
C 5.75900 -0.52820 0.64180 -0.049
C 2.83320 2.50580 -2.16030 -0.428
C 3.52270 3.52030 -1.48500 -0.345
C 4.78610 3.31170 -0.71480 -0.066
C 3.04190 4.81920 -1.59400 0.010
C 1.91720 5.13830 -2.34800 -0.236
C 1.44760 6.53660 -2.49050 -0.024
C 1.24780 4.10290 -3.00730 0.011
C 1.68460 2.79840 -2.91500 -0.333
C 0.95560 1.71000 -3.63300 -0.073
C 3.50880 -0.88920 -4.79740 -0.311
C 2.28100 -1.63610 -4.38280 -0.074
C 4.02730 -1.10090 -6.06680 0.020
H 6.72410 -0.32850 -7.98960 0.091
H 5.07360 -0.35120 -8.62070 0.106
H 5.77760 -1.83150 -8.01920 0.100
H 6.72420 0.93680 -5.97110 0.133
H 7.08620 1.71230 -3.73670 0.102
H 6.01740 1.16490 -2.43200 0.043
H 5.57940 2.57310 -3.42860 0.094
H 4.95960 0.49680 3.77570 0.124
H 7.30630 -0.14760 4.16240 0.123
H 8.66920 -1.00210 2.29200 0.123
H 7.65530 -1.32290 0.06250 0.118
H 5.31710 -0.66610 -0.34390 0.056
H 5.09190 2.26630 -0.69360 0.026
H 4.66120 3.66090 0.30990 0.096
H 5.58640 3.90720 -1.15430 0.108
H 3.58430 5.61090 -1.09830 0.136
H 1.93340 7.20450 -1.78600 0.090
H 0.36750 6.60880 -2.37550 0.092
H 1.66950 6.88480 -3.50150 0.107
H 0.37610 4.33110 -3.60240 0.133
H 0.13650 2.11730 -4.22030 0.100
H 0.54400 0.99280 -2.91400 0.025
H 1.63940 1.19400 -4.31020 0.074
H 2.12200 -1.57050 -3.30260 0.007
H 2.37510 -2.68440 -4.65640 0.099
H 1.40310 -1.23950 -4.89310 0.092
H 3.52580 -1.79630 -6.72320 0.138
```

Relative energy (zero: lowest compared OMol25 entry of this formula, charge and spin) ... 130.9 kcal per mole
LUMO energy (alpha / beta) ... -11.22 / -11.23 eV
HOMO level (alpha / beta) ... -0.560 / -0.560 Eh
Multiplicity ... 2
Gap between HOMO and LUMO (alpha / beta) ... 4.02 / 4.01 eV
Largest force on an atom ... 0.1069 Eh/bohr
Charge ... +3
<S²> ... 0.761

=====

The following is a DFT calculation (the ωB97M-V functional and the def2-TZVPD basis) of C42H49ClEuN12O3PS as an isolated structure in a non-equilibrium geometry.

```
110
Properties=species:S:1:pos:R:3:lowdin_charge:R:1
Eu 11.04256 12.90780 12.84173 1.561
C 11.93522 14.93725 17.32353 -0.123
C 11.26430 14.37624 16.22847 -0.094
N 11.98589 13.68639 15.33131 0.052
C 13.27766 13.35053 15.66518 -0.190
C 13.93496 13.97419 16.77449 -0.027
N 13.22787 14.79168 17.58002 0.093
C 13.87610 12.29684 14.86850 -0.253
C 14.58198 11.27976 15.52946 0.053
C 15.24172 10.21092 14.80534 -0.116
C 15.26690 10.38552 13.40717 0.088
C 14.49090 11.46019 12.81307 -0.213
N 13.69305 12.24816 13.52913 0.097
C 14.51687 11.70870 11.42803 -0.248
C 15.35543 11.04204 10.55013 -0.024
N 15.41841 11.29427 9.15464 0.100
C 14.57970 12.26979 8.75214 -0.124
C 13.75874 12.94282 9.62240 -0.094
N 13.65237 12.65125 10.94858 0.128
C 15.97477 9.17011 15.53784 -0.178
C 17.05177 8.39480 15.05907 -0.008
C 17.61974 7.45503 15.89128 -0.155
N 17.18102 7.10356 17.08814 0.072
C 16.10309 7.74933 17.53022 -0.104
C 15.43051 8.67990 16.71030 -0.023
H 11.37541 15.49212 18.08462 0.114
H 10.27486 14.82694 15.93930 0.110
H 14.94988 13.76317 17.01332 0.112
H 14.76313 11.34002 16.62749 0.133
H 15.81891 9.67774 12.70282 0.127
H 16.07178 10.22803 10.82940 0.118
H 14.54194 12.51488 7.65923 0.128
H 13.13544 13.76128 9.29107 0.107
H 17.45702 8.58188 14.03014 0.127
H 18.49751 6.89411 15.52283 0.120
H 15.63581 7.47446 18.45570 0.105
H 14.55555 9.04497 17.17562 0.093
Cl 8.56864 12.02533 5.45208 0.644
C 8.85538 12.42373 7.12317 -0.660
C 8.96113 13.82813 7.42325 -0.095
C 9.26251 14.26254 8.65845 -0.036
C 9.80573 13.37228 9.60106 -0.342
O 10.38798 13.78689 10.69569 -0.254
C 9.80409 11.92940 9.27111 -0.138
C 10.30615 10.89454 10.09605 -0.179
O 10.87269 10.99833 11.25145 -0.197
C 9.22090 11.45283 8.05273 -0.056
H 8.74987 14.47164 6.55779 0.110
H 9.33989 15.31274 8.91229 0.117
H 10.02546 9.92029 9.77441 0.107
H 9.24108 10.39455 7.72719 0.124
C 5.82665 9.58697 14.15943 -0.166
C 6.63161 10.13648 12.94247 -0.165
N 7.70983 10.92728 13.48693 0.059
C 8.62345 10.40368 14.30174 -0.393
N 9.83355 10.90752 14.22562 -0.015
C 10.78502 10.18170 15.07330 -0.226
C 10.23643 9.71117 16.44503 -0.177
C 9.00322 8.90349 16.26732 -0.159
N 8.10541 9.51240 15.22585 -0.020
C 6.78002 8.90478 15.10705 -0.175
H 5.06448 8.86275 13.98071 0.101
H 5.25393 10.40877 14.65352 0.124
H 5.89405 10.70406 12.38399 0.114
H 6.90184 9.32813 12.22310 0.131
H 7.95567 11.65282 12.83916 0.120
H 11.67970 10.82189 15.11628 0.069
H 11.15242 9.27707 14.56398 0.119
H 9.98626 10.60764 17.06796 0.126
H 10.91097 9.09761 17.02437 0.107
H 8.47784 8.93124 17.23527 0.126
H 9.25995 7.83791 16.02026 0.139
H 6.28511 8.71106 16.09039 0.134
H 6.95130 7.86310 14.68136 0.140
O 9.34651 14.34777 13.39530 -0.744
S 8.23193 15.26533 12.92524 1.009
C 7.03037 15.29298 14.31673 -0.310
C 7.22882 16.55254 15.13695 -0.223
C 7.66790 17.67172 14.15392 -0.224
C 8.68722 17.07980 13.24326 -0.279
H 7.06941 14.36328 14.88418 0.099
H 6.06662 15.41077 13.81808 0.091
H 8.02754 16.37743 15.87357 0.113
H 6.29501 16.88583 15.56654 0.114
H 8.05624 18.58747 14.69115 0.147
H 6.81846 17.87303 13.51099 0.112
H 9.64358 16.97728 13.70730 0.082
H 8.88326 17.48815 12.28641 0.076
C 15.98336 20.69874 10.68162 -0.172
N 16.45132 19.57797 11.53138 -0.201
C 15.71388 19.71289 12.78333 -0.196
N 14.21539 19.56062 12.66376 -0.138
C 13.84883 20.68289 11.72724 -0.200
N 14.53334 20.64762 10.42743 -0.150
C 14.17647 19.40490 9.69838 -0.354
P 14.78564 17.80228 10.48091 0.957
C 16.53593 18.30050 10.93394 -0.365
C 13.96708 18.23384 12.07573 -0.406
H 16.56854 20.62966 9.77236 0.120
H 16.25561 21.62384 11.23704 0.135
H 15.90287 20.69387 13.17928 0.107
H 16.04001 19.00915 13.58055 0.130
H 14.05033 21.64781 12.24548 0.128
H 12.75698 20.71818 11.62017 0.116
H 14.61172 19.48013 8.66799 0.084
H 13.08183 19.31788 9.50906 0.085
H 17.16646 18.36588 10.02671 0.090
H 17.00613 17.51722 11.55991 0.088
H 14.36337 17.41575 12.72377 0.070
H 12.85317 18.13106 12.03754 0.085
```

Relative energy (zero: lowest compared OMol25 entry of this formula, charge and spin) ... 62.1 kcal per mole
LUMO energy (alpha / beta) ... -3.13 / -3.12 eV
HOMO level (alpha / beta) ... -0.326 / -0.349 Eh
Multiplicity ... 8
Gap between HOMO and LUMO (alpha / beta) ... 5.73 / 6.38 eV
Largest force on an atom ... 0.0804 Eh/bohr
Charge ... +1
<S²> ... 15.759